C67H67ClN4O4P3Sc as an isolated structure. Source: the Open Molecules 2025 dataset; level of theory: ωB97M-V with the def2-TZVPD basis set.

Geometry as XYZ:
```
147
C67H67ClN4O4P3Sc ωB97M-V with the def2-TZVPD basis set
Sc 0.41455 0.72399 -0.75132
C 4.37153 -1.97064 -0.66989
N 3.19932 -1.11569 -0.80489
P 1.61342 -1.75303 -0.76426
C 1.82062 -3.34781 -1.62496
C 2.02435 -4.56214 -0.98057
C 2.29288 -5.69674 -1.72679
C 2.36627 -5.61883 -3.10927
C 2.18555 -4.40294 -3.75460
C 1.90629 -3.27083 -3.01279
C 1.35347 -2.29342 0.95703
C 2.21363 -1.99118 2.00391
C 1.86405 -2.32082 3.30261
C 0.66496 -2.96241 3.56216
C -0.18542 -3.29051 2.51608
C 0.15222 -2.95169 1.22041
P 3.22335 0.42594 -1.59712
C 4.53276 0.27909 -2.86926
C 4.16081 0.29183 -4.20992
C 5.12245 0.22035 -5.20237
C 6.46190 0.13387 -4.86018
C 6.83806 0.10848 -3.52567
C 5.88201 0.19008 -2.53109
C 4.10427 1.48942 -0.40076
C 3.96702 1.26387 0.96311
C 4.57483 2.10825 1.87288
C 5.28049 3.21259 1.42560
C 5.36799 3.47672 0.06806
C 4.78692 2.61808 -0.84695
H 4.07857 -2.89040 -0.16675
H 5.13356 -1.47390 -0.07091
H 4.79912 -2.22492 -1.64220
H 1.96772 -4.62464 0.09628
H 2.44888 -6.63903 -1.22178
H 2.57595 -6.50978 -3.68168
H 2.26334 -4.34008 -4.83109
H 1.75783 -2.31077 -3.49825
H 3.15479 -1.50021 1.80037
H 2.53998 -2.07869 4.10857
H 0.39908 -3.20625 4.57717
H -1.10332 -3.82693 2.70056
H -0.49644 -3.20987 0.39058
H 3.11435 0.37382 -4.47832
H 4.82963 0.23076 -6.24108
H 7.21588 0.10157 -5.63099
H 7.87956 0.02720 -3.25493
H 6.18091 0.20159 -1.49208
H 3.38876 0.41300 1.29518
H 4.49387 1.89877 2.92901
H 5.75746 3.86788 2.13639
H 5.89021 4.35433 -0.27784
H 4.87097 2.80994 -1.90792
C 0.98571 1.23401 3.44162
C 0.27853 1.41003 2.13043
O 0.72255 0.73782 1.15955
C -0.84345 2.29278 2.02548
C -1.38596 2.93253 3.16920
C -2.47451 3.75370 3.08130
C -3.05888 4.00214 1.83225
C -2.56422 3.42030 0.69816
C -1.45442 2.53816 0.74211
O -1.05176 1.97478 -0.35127
H 1.83472 0.57418 3.27988
H 0.32169 0.78351 4.17736
H 1.32774 2.19477 3.81940
H -0.94513 2.75535 4.13697
H -2.89182 4.20699 3.96627
H -3.91245 4.65724 1.76851
H -3.02227 3.60725 -0.26235
C -5.27721 -0.67126 4.54729
C -4.48134 -0.55814 3.22914
C -4.88357 0.80422 2.63849
C -2.97777 -0.55593 3.56668
C -4.88628 -1.71758 2.23890
O -6.28595 -1.89788 2.29615
C -4.18177 -3.07607 2.46775
C -4.31134 -3.67980 3.87417
C -3.80466 -5.09401 3.88736
C -2.52492 -5.39369 4.33533
C -2.05489 -6.69417 4.31752
C -2.88583 -7.71171 3.87227
Cl -2.31418 -9.33978 3.84158
C -4.17595 -7.43084 3.44320
C -4.62257 -6.12510 3.44337
C -4.74103 -1.36603 0.72451
N -3.43910 -1.33167 0.11831
C -2.44105 -0.46481 0.26917
N -1.47971 -0.70099 -0.62512
C -1.97397 -1.76801 -1.31085
N -3.14246 -2.15608 -0.88383
H -4.96768 0.12912 5.21463
H -5.10144 -1.60745 5.06461
H -6.34458 -0.55511 4.37305
H -4.75192 1.57769 3.39182
H -5.93447 0.79250 2.35780
H -4.28799 1.09627 1.77602
H -2.60804 0.46621 3.61412
H -2.37447 -1.09948 2.84473
H -2.81055 -1.00396 4.54190
H -6.51470 -2.30047 3.14074
H -3.12505 -3.00211 2.20603
H -4.64310 -3.77409 1.76513
H -5.36290 -3.69289 4.17362
H -3.73378 -3.08881 4.58588
H -1.89221 -4.60442 4.71714
H -1.05541 -6.92242 4.65127
H -4.82283 -8.22783 3.11818
H -5.62493 -5.90545 3.10822
H -5.24652 -0.41466 0.55257
H -5.29795 -2.13903 0.18841
H -2.44515 0.31444 1.00516
H -1.46547 -2.24336 -2.12759
O 1.33331 2.49491 -1.22989
P 0.63955 3.24723 -2.34209
C -0.18820 4.74088 -1.77324
C -0.08535 5.10310 -0.43536
C -0.69834 6.26291 0.00496
C -1.38298 7.06533 -0.89465
C -1.44985 6.72315 -2.23707
C -0.85119 5.56063 -2.68310
C 1.89481 3.76083 -3.53184
C 2.89261 4.56406 -2.98726
C 3.89333 5.05589 -3.80231
C 3.88476 4.75463 -5.15710
C 2.89751 3.94340 -5.69213
C 1.89478 3.43952 -4.88102
C -0.52315 2.09257 -3.16753
C -1.84741 2.40934 -3.44502
C -2.66940 1.47727 -4.05959
C -2.18703 0.21977 -4.38637
C -0.86302 -0.10444 -4.12082
C -0.02784 0.82749 -3.51720
H 0.48143 4.47575 0.24227
H -0.64488 6.54233 1.04637
H -1.85842 7.97017 -0.55334
H -1.96600 7.36260 -2.93600
H -0.88298 5.29657 -3.73146
H 2.86973 4.79115 -1.92787
H 4.67395 5.67406 -3.38652
H 4.65180 5.15725 -5.79902
H 2.90238 3.70554 -6.74471
H 1.11914 2.80930 -5.29404
H -2.22970 3.38918 -3.19997
H -3.68607 1.74327 -4.30380
H -2.83171 -0.49606 -4.87403
H -0.47134 -1.06543 -4.42686
H 1.04514 0.62768 -3.42958
```

For the maximum force, the calculation gives 0.031 hartree/bohr. Its gap between HOMO and LUMO is 6.5358 eV. Its net charge is +2. Its molecular weight is 1165.63 g/mol.